Molecular formula: C41H32CaClF2IN6OS2
Method: DFT, ωB97M-V with the def2-TZVPD basis set

Cartesian coordinates (Å):
Ca: 1.14968 -1.13376 1.10968
F: -4.17392 -2.15816 -0.27422
C: -2.92492 -2.71986 -0.24562
C: -1.82372 -1.97976 0.12688
C: -0.54362 -2.53556 0.20068
C: -0.41402 -3.90226 -0.15782
C: -1.55302 -4.61606 -0.54062
F: -1.52902 -5.94446 -0.89602
C: -2.81252 -4.05346 -0.58472
C: 0.93478 -4.49386 -0.12742
C: 1.24358 -5.79836 -0.54652
C: 2.55028 -6.24706 -0.49722
C: 3.53928 -5.40246 -0.02052
C: 3.14738 -4.13466 0.38568
N: 1.90928 -3.70036 0.32438
H: -1.95982 -0.93286 0.36358
H: -3.67172 -4.63586 -0.87412
H: 0.48788 -6.46726 -0.91652
H: 2.79858 -7.24966 -0.82762
H: 4.57348 -5.71146 0.03518
H: 3.87588 -3.43506 0.77558
Cl: 7.89308 0.53894 -0.05332
C: 6.38168 -0.04286 0.60218
C: 6.37718 -0.54886 1.88538
C: 5.20788 -1.05146 2.41138
I: 5.20678 -1.91856 4.33418
C: 3.97138 -1.08616 1.73428
O: 2.93728 -1.58206 2.23438
C: 4.01598 -0.53866 0.38638
N: 2.87278 -0.57386 -0.30622
C: 2.83888 -0.15316 -1.54992
C: 3.96318 0.36294 -2.20162
C: 5.14988 0.44304 -1.51492
C: 5.21928 -0.02536 -0.18312
H: 7.28668 -0.55916 2.46908
H: 1.87758 -0.22386 -2.04592
H: 3.88788 0.68454 -3.23022
H: 6.03698 0.85504 -1.97722
C: -1.64872 3.75354 1.63018
N: -0.96932 2.60004 2.17798
C: 0.22998 2.14654 1.46398
N: 1.09738 3.28974 1.19118
S: 1.11108 1.05554 2.63478
H: -2.54622 3.94124 2.22338
H: -1.94002 3.63634 0.57568
H: -0.99092 4.61614 1.72028
H: -1.59682 1.80004 2.16608
H: 0.91558 3.65484 0.25868
H: 2.05968 2.96604 1.22778
C: -1.20832 0.51694 4.99868
N: -2.14522 -0.25936 4.23848
C: -3.05432 0.25104 3.34388
C: -3.60472 -0.77496 2.65958
N: -3.04162 -1.92796 3.15578
C: -2.12232 -1.61266 4.11588
S: -1.28882 -2.70906 5.03188
H: -1.71382 1.35154 5.48318
H: -0.41692 0.89864 4.32808
H: -0.75222 -0.13166 5.74388
H: -3.24142 1.30234 3.27438
H: -4.34282 -0.78526 1.88348
H: -3.18412 -2.86116 2.80708
C: -0.19672 1.48114 0.20538
C: -0.74202 1.79414 -0.85692
C: -1.46522 2.15714 -1.98702
C: -2.85962 2.44034 -1.71352
C: -3.58482 1.65714 -0.79422
C: -4.87232 1.98054 -0.42932
C: -5.50292 3.09494 -0.96942
C: -4.80292 3.88844 -1.86732
C: -3.51112 3.57414 -2.22742
C: -0.82692 2.41274 -3.23362
C: -1.54582 2.66714 -4.42322
C: -0.91142 2.91684 -5.61682
C: 0.47378 2.87314 -5.71592
C: 1.20478 2.57174 -4.57142
C: 0.58078 2.36764 -3.36342
H: -3.11002 0.78454 -0.36562
H: -5.40482 1.36264 0.28468
H: -6.51922 3.35374 -0.69262
H: -5.27062 4.77784 -2.28072
H: -2.96002 4.25404 -2.86182
H: -2.62532 2.64374 -4.39932
H: -1.50842 3.15514 -6.49122
H: 0.96628 3.06184 -6.66202
H: 2.28668 2.51084 -4.62922
H: 1.17498 2.17174 -2.47932

Properties
E_tot: -4417.0745 a.u.
energy relative to the best compared isomer or geometry (same formula, charge and spin): 33.9 kcal per mole
HOMO-LUMO gap: 4.754 eV
multiplicity: 1
charge: -2

Results of the Mulliken charge analysis, in e, for atoms 1 through 6:
1 Ca 0.583
2 F -0.390
3 C 0.216
4 C 1.132
5 C -1.255
6 C 0.820